The following is a DFT calculation (wB97M-V/def2-TZVPD) of C19H30N2O2 as an isolated structure.

Atoms and positions in Å:
1 C 2.76474 0.38029 5.57680
2 C 2.37462 -0.83406 4.65150
3 O 1.01613 -0.89359 4.32228
4 C 0.60566 0.06370 3.43177
5 C 1.54494 0.94992 2.57224
6 C 0.77944 1.66467 1.72118
7 C -0.69831 1.77854 1.61812
8 C -1.23641 0.86829 2.36198
9 C -0.69274 0.07597 3.37760
10 H -1.40792 -0.42828 3.97656
11 H -2.45165 0.74640 2.34973
12 C -1.06288 2.37083 0.48118
13 N -1.28821 1.99472 -0.93717
14 C -2.47383 0.71426 -0.93865
15 C -1.79248 -0.61214 -0.67985
16 N -0.94637 -0.87511 -1.49144
17 C -0.45708 -2.12711 -1.52136
18 C -1.49158 -3.28623 -1.91160
19 H -2.15733 -3.01400 -2.70623
20 H -2.00494 -3.98870 -1.13357
21 C -0.21526 -4.01739 -2.75988
22 H -0.69547 -4.36079 -3.65503
23 H 0.04264 -5.00087 -2.26360
24 C 0.39524 -2.80085 -2.49514
25 H 0.73815 -2.29072 -3.50726
26 H 1.57806 -2.95125 -2.39189
27 H -0.00591 -2.34090 -0.50281
28 C 0.26118 -0.15148 -1.38934
29 H 0.98515 -0.19035 -1.92119
30 C -0.29810 1.48827 -1.66007
31 C -0.47309 1.50077 -3.16079
32 H -1.11127 2.43738 -3.26200
33 H -0.97117 0.65495 -3.56089
34 C 0.78322 2.09100 -3.92005
35 O 1.36345 3.22441 -3.45899
36 H 0.63270 3.65410 -3.52039
37 H 0.66569 2.01871 -5.06672
38 H 1.25050 1.18902 -3.74338
39 H 0.56540 2.09802 -1.35198
40 H 0.54162 -0.17921 -0.17437
41 H -2.90335 -1.24458 -0.86899
42 H -1.78549 -0.76873 0.57919
43 H -3.22083 1.10167 -0.12038
44 H -2.86320 0.96058 -1.89095
45 H -2.06372 2.78028 0.82144
46 H -0.55847 3.39429 0.04502
47 H 1.39944 2.25953 0.93391
48 H 2.40905 0.91084 2.59275
49 H 3.10436 -1.05574 3.85112
50 H 2.49129 -1.80310 5.54759
51 H 2.30618 0.40279 6.48220
52 H 3.94873 0.22276 5.83986
53 H 2.77949 1.21824 4.83193

Properties
* frontier orbital gap: 8.76 eV
* multiplicity: 1

These are the natural (NBO) partial charges, in e, on atoms 1 to 4: number 1, C, carries -0.63; number 2, C, carries -0.06; number 3, O, carries -0.50; number 4, C, carries 0.35

***

The following is a DFT calculation (wB97M-V/def2-TZVPD) of a 6-piece molecular cluster, C3H18O6 overall.

Atoms and positions in Å:
1 O -1.32284 0.65796 -0.90608
2 H -0.75122 0.51594 -1.70680
3 H -0.82333 0.13347 -0.16466
4 H -1.29712 1.62385 -0.74220
5 C 1.96320 -1.01930 2.33955
6 C 1.34217 -0.84063 0.96846
7 C 1.46004 -2.12461 0.14793
8 O 0.02995 -0.41685 1.08378
9 H 1.85994 -0.08507 2.89180
10 H 3.00851 -1.35247 2.36531
11 H 1.49383 -1.81704 2.92704
12 H 1.94081 -0.10715 0.38570
13 H 1.07957 -2.07621 -0.87354
14 H 0.98317 -2.96181 0.67096
15 H 2.52064 -2.41125 0.11182
16 O -2.88034 2.07763 0.99178
17 H -3.72847 2.50139 1.15582
18 H -2.22930 2.70209 1.32953
19 O -0.65881 3.30769 -1.43116
20 H -0.21316 3.37367 -2.28135
21 H -0.62112 4.19543 -1.06181
22 O -2.01779 -2.10628 0.28112
23 H -1.33145 -1.68313 0.85087
24 H -1.73857 -3.02262 0.20634
25 O 0.33851 0.48240 -3.00372
26 H 0.43332 -0.44532 -3.25308
27 H 1.15987 0.89824 -3.28341

Properties
* frontier orbital gap: 6.98 eV
* multiplicity: 1

These are the natural (NBO) partial charges, in e, on atoms 1 to 4: number 1, O, carries -0.82; number 2, H, carries 0.53; number 3, H, carries 0.55; number 4, H, carries 0.55

***

The following is a DFT calculation (wB97M-V/def2-TZVPD) of one molecule with the formula C6H10O.

Atoms and positions in Å:
1 C 1.00981 1.16719 -1.64168
2 C -0.04542 0.40347 -0.90718
3 C -0.05634 0.98439 0.78008
4 C -0.19305 -0.50245 0.94414
5 C -1.23099 -1.22550 1.66118
6 O 0.15839 -1.30559 2.01416
7 C 0.21047 -1.04546 -0.52477
8 H 1.97251 1.03298 -1.13455
9 H 1.13347 0.87889 -2.69033
10 H 0.71493 2.21424 -1.57328
11 H -1.05037 0.48538 -1.32635
12 H 0.91526 1.39919 1.13016
13 H -0.83962 1.62875 1.26991
14 H -1.84700 -0.80921 2.45705
15 H -1.65502 -2.06482 1.11396
16 H -0.45199 -1.83767 -0.93841
17 H 1.25497 -1.40377 -0.63407

Properties
* SMILES: C[C@H]1C[C@]2(CO2)C1
* frontier orbital gap: 10.65 eV
* multiplicity: 1

These are the natural (NBO) partial charges, in e, on atoms 1 to 4: number 1, C, carries -0.61; number 2, C, carries -0.15; number 3, C, carries -0.45; number 4, C, carries 0.22

***

The following is a DFT calculation (wB97M-V/def2-TZVPD) of a 2-piece molecular cluster, C9H14 overall.

Atoms and positions in Å:
1 C -1.55164 -3.46452 -1.48482
2 C -0.47833 -2.86184 -2.41577
3 H -1.54219 -4.55322 -1.56542
4 H -1.29062 -3.22790 -0.45161
5 H -2.53415 -3.04656 -1.68897
6 H -0.05381 -1.99000 -1.90510
7 H -0.86709 -2.41084 -3.32876
8 H 0.30937 -3.58014 -2.63368
9 C -1.03198 2.44641 -0.34878
10 C 0.70137 0.72304 0.31036
11 C -0.10630 1.79102 0.65765
12 C 1.79716 0.36136 1.11087
13 C 0.15971 2.44857 1.88400
14 C 2.14743 1.09747 2.20955
15 C 1.22127 2.06030 2.66005
16 H 0.61948 0.08676 -0.56561
17 H 2.44592 -0.41234 0.70849
18 H -1.11978 1.90149 -1.28991
19 H -0.67462 3.46788 -0.34409
20 H -0.55790 3.19216 2.21308
21 H 3.05721 0.94776 2.77813
22 H 1.43557 2.66713 3.53676
23 H -2.08608 2.35602 -0.04641

Properties
* frontier orbital gap (spin up / spin down): 2.49 / 9.45 eV
* charge: -1
* multiplicity: 2

These are the natural (NBO) partial charges, in e, on atoms 1 to 4: number 1, C, carries -0.71; number 2, C, carries -0.81; number 3, H, carries 0.18; number 4, H, carries 0.20

***

The following is a DFT calculation (wB97M-V/def2-TZVPD) of C16H19ClPm as an isolated structure.

Atoms and positions in Å:
1 C 0.89992 -1.92162 -0.47952
2 C 0.99837 -1.74394 -1.91092
3 C -0.31850 -1.82163 -2.45466
4 H 1.88588 -1.53186 -2.49820
5 C -1.23170 -2.06000 -1.38024
6 C -0.46868 -2.18069 -0.17408
7 H -0.88620 -2.37735 0.82663
8 H 1.71377 -1.69297 0.21321
9 H -0.54011 -1.69791 -3.51320
10 H -2.31999 -2.02070 -1.45841
11 Pm -0.22572 0.35175 -1.00315
12 Cl 2.06431 1.30102 -1.57852
13 C 0.08183 2.50214 -4.34902
14 C -1.14128 1.88760 -4.72070
15 C -0.83515 0.68577 -5.41210
16 H -2.12813 2.29328 -4.56297
17 C 0.57901 0.55852 -5.46585
18 C 1.14383 1.68209 -4.81175
19 H 2.19689 1.88530 -4.71764
20 H 0.18640 3.45195 -3.84994
21 H -1.54529 0.01756 -5.87499
22 H 1.13054 -0.21778 -5.97287
23 C -1.27183 0.84830 4.82955
24 C -0.07894 0.17555 4.14766
25 C 1.17569 0.89890 4.62820
26 C -0.11837 -1.32748 4.45968
27 C -0.15566 0.34789 2.70909
28 C -0.09585 0.47175 1.47720
29 H -1.20322 0.79409 5.92138
30 H -2.18094 0.34136 4.50786
31 H -1.27695 1.90256 4.54582
32 H 1.25113 0.82677 5.71631
33 H 2.09052 0.48533 4.18158
34 H 1.07525 1.97072 4.40211
35 H -1.10405 -1.69143 4.13530
36 H 0.68124 -1.88366 3.94922
37 H -0.02805 -1.51116 5.53796

Properties
* frontier orbital gap (spin up / spin down): 5.32 / 5.36 eV
* charge: -1
* multiplicity: 5

These are the Löwdin partial charges, in e, on atoms 1 to 4: number 1, C, carries -0.25; number 2, C, carries -0.26; number 3, C, carries -0.23; number 4, H, carries 0.09

***

The following is a DFT calculation (wB97M-V/def2-TZVPD) of C2H3N3O as an isolated structure.

Atoms and positions in Å:
1 O -0.65467 -1.08189 -1.09068
2 C 0.01643 -1.25886 0.55228
3 N -0.61892 -0.26909 1.31575
4 N -0.22804 0.87780 0.81272
5 C 0.58752 0.81091 -0.22910
6 N 0.79361 -0.51278 -0.49281
7 H -0.36441 -1.96136 -1.38467
8 H -0.53415 1.73484 1.26542
9 H 1.00263 1.66043 -0.74890

Properties
* frontier orbital gap: 7.39 eV
* multiplicity: 1

These are the natural (NBO) partial charges, in e, on atoms 1 to 4: number 1, O, carries -0.53; number 2, C, carries 0.12; number 3, N, carries -0.34; number 4, N, carries -0.21

***

The following is a DFT calculation (wB97M-V/def2-TZVPD) of an isolated ion of composition C5H8N and charge +1.

Atoms and positions in Å:
1 C 1.07809 1.31629 -0.18110
2 N -0.18694 0.93550 0.42978
3 C -1.37126 0.91431 -0.48819
4 C -2.00897 -0.22065 -0.01783
5 C -0.62315 -0.45453 0.17130
6 C 0.25055 -1.60157 -0.17080
7 H 1.28378 1.09832 -1.18738
8 H 1.31796 2.41087 -0.08200
9 H 1.74172 0.78360 0.47631
10 H -0.19188 1.35981 1.33794
11 H -2.81972 -0.85873 0.09125
12 H 1.12824 -1.42772 0.55542
13 H 0.75757 -1.81710 -1.12809
14 H -0.35599 -2.43841 0.19339

Properties
* SMILES: C[N@H+]1C2=C[C@@]21C
* frontier orbital gap: 9.29 eV
* charge: +1
* multiplicity: 1

These are the Löwdin partial charges, in e, on atoms 1 to 4: number 1, C, carries 0.00; number 2, N, carries -0.05; number 3, C, carries 0.12; number 4, C, carries 0.16